94
Properties=species:S:1:pos:R:3:forces:R:3:lowdin_charge:R:1 method="wB97M-V/def2-TZVPD" homo_ev=-8.6 lumo_ev=-0.2 smiles=FC(F)(F)C(F)(F)C(F)(F)C(F)(F)C(F)(F)C(F)(F)C(F)(F)C(F)(F)CCc1cccc2nccnc12.COCCNCCOC.COCCNCCOC gap_ha=0.30531 energy_ev=-92087.5196
F 2.7935 2.4705 1.7024 -0.52 0.16 0.15 0.154
C 1.5174 2.6504 1.2762 1.76 -0.05 0.79 -0.534
F 0.9535 1.4527 1.3193 -0.52 0.25 -0.27 0.191
F 1.6179 3.1233 0.0462 -0.66 -0.09 -0.18 0.204
C 0.8398 3.6888 2.2318 0.64 0.72 -0.81 -0.335
F 0.9675 3.3047 3.4981 -0.48 -0.56 0.04 0.186
F 1.5625 4.8394 2.1306 -0.29 -0.26 -0.29 0.133
C -0.6176 4.1122 1.8756 -0.37 0.22 1.11 -0.335
F -0.9772 4.9645 2.8655 0.20 -0.26 0.19 0.154
F -0.6527 4.8447 0.7598 0.20 -0.55 -0.41 0.182
C -1.6998 2.9675 1.8840 -0.83 0.35 0.11 -0.325
F -1.3604 1.9906 2.7400 0.50 -0.04 -0.34 0.166
F -2.8216 3.5247 2.3900 0.03 -0.05 -0.11 0.153
C -2.1066 2.4444 0.4653 -0.45 0.88 -0.12 -0.316
F -1.0474 2.3773 -0.3593 0.15 -0.61 0.34 0.163
F -2.8931 3.4177 -0.0480 -0.01 -0.05 0.11 0.154
C -2.9727 1.1361 0.4582 -0.22 0.03 0.43 -0.333
F -3.9171 1.2841 -0.4819 0.37 -0.40 -0.44 0.168
F -3.6656 1.0218 1.6152 0.48 0.29 0.26 0.155
C -2.1946 -0.1953 0.2840 -0.30 -0.69 -0.65 -0.339
F -3.0955 -1.1764 0.5343 -0.26 0.11 -0.31 0.134
F -1.2435 -0.3456 1.2181 -0.04 0.56 0.18 0.160
C -1.5409 -0.4527 -1.1192 1.37 -1.04 -0.56 -0.392
F -0.2004 -0.1953 -0.9476 -0.19 0.36 0.13 0.086
F -1.9563 0.4081 -2.0805 -0.38 0.29 0.45 0.126
C -1.6502 -1.8801 -1.6552 -0.55 -0.71 0.04 -0.073
C -0.4691 -2.3051 -2.5606 -0.26 0.42 0.45 -0.107
C -0.1325 -1.3634 -3.7031 -0.69 -0.79 0.60 -0.174
C 1.1340 -0.9242 -3.7878 1.27 0.50 -0.15 -0.032
C 1.5551 -0.0447 -4.8211 0.36 -0.57 0.91 -0.056
C 0.6562 0.3379 -5.7390 0.24 0.85 -1.05 -0.032
C -0.6872 -0.0770 -5.6827 0.16 0.35 -0.58 -0.215
N -1.5333 0.3689 -6.6575 -0.33 -0.38 0.61 0.140
C -2.7581 -0.0560 -6.5051 -0.17 0.24 -0.49 -0.118
C -3.1686 -0.9224 -5.4658 -0.62 -0.39 0.12 -0.108
N -2.3752 -1.3967 -4.5427 0.19 0.64 -0.78 0.151
C -1.0953 -0.9317 -4.6584 0.01 -0.77 0.77 -0.170
H -1.7058 -2.6312 -0.8572 0.07 0.42 0.14 0.125
H -2.5978 -1.9739 -2.1934 0.15 0.19 0.06 0.116
H -0.6516 -3.3352 -2.8880 -0.20 0.26 -0.17 0.127
H 0.4050 -2.3634 -1.9028 -0.02 0.00 -0.26 0.112
H 1.8486 -1.2565 -3.0399 -0.02 0.11 -0.10 0.120
H 2.5818 0.3024 -4.8558 -0.09 -0.06 -0.03 0.110
H 0.9663 0.9877 -6.5531 -0.26 -0.04 0.05 0.118
H -3.4966 0.2642 -7.2393 0.10 -0.03 0.10 0.107
H -4.2115 -1.2396 -5.4474 0.15 0.04 0.05 0.108
C 9.3336 5.5549 4.5090 -0.04 -0.17 -0.04 -0.118
O 8.3809 4.5500 4.8032 0.10 0.30 0.00 -0.198
C 7.3718 4.9737 5.7150 -0.19 -0.42 0.10 -0.218
C 6.0194 5.0013 5.0311 0.19 0.17 -0.24 -0.215
N 5.9495 6.0841 4.0561 -0.13 -0.14 0.12 -0.050
C 4.7639 6.0369 3.2026 0.19 0.19 -0.12 -0.192
C 4.6406 4.8649 2.2315 -0.12 0.20 -0.05 -0.232
O 5.6212 4.8706 1.2054 0.06 -0.24 0.21 -0.170
C 6.8374 4.2217 1.5312 0.02 0.19 -0.26 -0.099
H 10.1052 5.1085 3.8833 -0.04 -0.05 0.01 0.087
H 8.8785 6.3865 3.9612 0.07 0.10 0.08 0.081
H 9.8021 5.9304 5.4238 0.00 0.08 -0.03 0.087
H 7.6089 5.9438 6.1606 0.02 0.05 -0.14 0.122
H 7.3405 4.2353 6.5218 0.00 0.03 0.03 0.120
H 5.2384 5.1455 5.7834 -0.02 0.00 -0.03 0.123
H 5.8660 4.0229 4.5568 -0.03 -0.11 0.19 0.107
H 6.7705 6.0451 3.4661 0.01 0.02 0.02 0.069
H 4.7666 6.9572 2.6126 -0.09 -0.03 -0.04 0.120
H 3.8710 6.0712 3.8352 0.02 -0.06 0.03 0.118
H 3.6867 4.9548 1.7201 0.07 0.10 -0.06 0.095
H 4.6111 3.8997 2.7485 0.22 -0.01 0.02 0.105
H 6.6888 3.3873 2.2209 -0.01 0.05 0.07 0.091
H 7.5574 4.9287 1.9528 0.07 -0.13 0.13 0.071
H 7.2663 3.8349 0.6059 -0.06 -0.01 -0.01 0.087
C -7.3360 -5.3546 -1.7976 0.01 -0.03 0.18 -0.116
O -7.0413 -6.3901 -0.8781 0.02 0.13 -0.29 -0.197
C -6.6664 -7.6144 -1.5019 -0.03 -0.27 0.38 -0.217
C -5.2216 -7.9460 -1.1861 0.03 0.32 -0.09 -0.215
N -4.3156 -7.0265 -1.8661 0.01 -0.18 0.11 -0.052
C -2.9239 -7.1401 -1.4376 -0.11 0.24 -0.15 -0.200
C -2.5949 -6.7426 -0.0001 0.40 -0.12 -0.09 -0.226
O -2.7668 -5.3614 0.2661 -0.13 -0.14 0.11 -0.187
C -4.0706 -4.9836 0.6729 0.13 0.34 -0.11 -0.095
H -7.6969 -4.4983 -1.2295 0.02 -0.04 0.05 0.088
H -6.4436 -5.0518 -2.3554 -0.07 0.00 -0.13 0.080
H -8.1190 -5.6628 -2.4969 0.04 0.03 -0.07 0.088
H -6.8394 -7.5901 -2.5814 0.08 0.13 -0.01 0.122
H -7.3047 -8.3964 -1.0800 0.00 -0.01 -0.04 0.121
H -5.0066 -8.9678 -1.5119 0.03 0.01 0.01 0.123
H -5.0996 -7.8978 -0.0960 -0.12 -0.18 0.04 0.107
H -4.6263 -6.0783 -1.6969 -0.02 0.00 -0.03 0.069
H -2.3379 -6.4983 -2.1012 0.08 -0.03 0.05 0.115
H -2.5830 -8.1656 -1.6106 -0.05 -0.02 0.05 0.118
H -1.5300 -6.9419 0.1522 -0.01 0.02 0.00 0.120
H -3.1258 -7.3525 0.7394 -0.16 0.08 -0.03 0.111
H -4.5787 -5.7699 1.2357 0.00 -0.06 -0.08 0.091
H -4.6740 -4.6927 -0.1916 -0.18 -0.09 0.09 0.072
H -3.9768 -4.1046 1.3120 0.05 -0.03 0.02 0.084